{"formula": "C28H26Cl2N4O12STi", "method": "wB97M-V/def2-TZVPD", "charge": 0, "e_above_lowest_kcal_mol": 1.0, "species": ["Ti", "C", "N", "C", "C", "O", "C", "O", "C", "C", "O", "N", "C", "C", "H", "H", "H", "H", "H", "H", "H", "H", "H", "H", "H", "H", "H", "H", "H", "H", "O", "C", "C", "O", "C", "C", "O", "C", "O", "O", "Cl", "C", "C", "C", "Cl", "C", "C", "C", "C", "N", "C", "C", "O", "H", "H", "H", "H", "N", "C", "C", "C", "C", "C", "C", "S", "O", "O", "O", "H", "H", "H", "H", "H", "H"], "coordinates": [[-0.4146, 0.6826, -0.5819], [1.2633, -4.2334, -1.9513], [1.3454, -3.4074, -0.7564], [1.1521, -4.0857, 0.5160], [1.3875, -2.0715, -0.7971], [1.3808, -1.3515, 0.2017], [1.4113, -1.3871, -2.1579], [1.2268, 0.0051, -1.9713], [2.4110, 0.7722, -1.6859], [2.3383, 1.2342, -0.2544], [1.1519, 1.4927, 0.1791], [3.3863, 1.4089, 0.4798], [3.2839, 1.9371, 1.8394], [4.7326, 1.1208, -0.0310], [1.7712, -5.1770, -1.7581], [1.7608, -3.7600, -2.7939], [0.2245, -4.4409, -2.2178], [1.9141, -4.8544, 0.6463], [0.1658, -4.5567, 0.5416], [1.2245, -3.3597, 1.3193], [0.5899, -1.7314, -2.7827], [2.3524, -1.5675, -2.6820], [2.4161, 1.6761, -2.3000], [3.3057, 0.1971, -1.9084], [2.2753, 2.2915, 2.0194], [3.9782, 2.7709, 1.9112], [3.5434, 1.1464, 2.5451], [4.9193, 1.7341, -0.9097], [4.8260, 0.0540, -0.2420], [5.4430, 1.3968, 0.7403], [-5.1879, 3.1714, -3.3986], [-4.2305, 2.7496, -2.8288], [-4.1570, 2.3662, -1.3272], [-5.0444, 2.4545, -0.5223], [-2.7782, 1.8962, -1.1697], [-2.0498, 1.9873, -2.3157], [-0.7893, 1.6128, -2.1982], [-2.8289, 2.5050, -3.4492], [-2.5084, 2.6989, -4.5881], [-2.1202, 1.4310, -0.1205], [-2.6043, -3.4727, -1.9991], [-2.4220, -2.9001, -0.3804], [-2.9851, -3.6370, 0.6838], [-2.8388, -3.2240, 1.9751], [-3.5360, -4.1539, 3.2585], [-2.1222, -2.0373, 2.2797], [-1.9054, -1.5043, 3.5697], [-1.1959, -0.3446, 3.7145], [-0.6912, 0.3052, 2.5737], [-0.8756, -0.1760, 1.3701], [-1.5822, -1.3240, 1.2011], [-1.7185, -1.7463, -0.1463], [-1.1481, -1.0017, -1.0891], [-3.5384, -4.5378, 0.4580], [-2.3088, -2.0187, 4.4311], [-1.0226, 0.0875, 4.6891], [-0.1379, 1.2339, 2.6482], [-1.6379, 4.7078, 1.4686], [-0.3804, 4.7669, 0.8604], [0.7574, 5.0625, 1.6165], [2.0162, 4.9989, 1.0442], [2.1769, 4.6297, -0.2863], [1.0487, 4.3793, -1.0514], [-0.2164, 4.4467, -0.4859], [3.8199, 4.4650, -0.9740], [4.6479, 4.0977, 0.1735], [4.1401, 5.7253, -1.5934], [3.6883, 3.3481, -1.9266], [-1.9133, 5.4339, 2.1114], [-2.3854, 4.5644, 0.8046], [0.6514, 5.3279, 2.6624], [2.8962, 5.2157, 1.6366], [1.1549, 4.1132, -2.0965], [-1.0943, 4.2594, -1.0965]], "atomic_forces_ev_per_a": [[-0.16, -0.20, -0.38], [0.01, -0.01, 0.00], [0.00, 0.01, -0.01], [-0.02, -0.01, 0.00], [-0.01, 0.03, 0.04], [0.05, -0.03, 0.05], [0.01, -0.06, -0.05], [0.14, 0.23, 0.13], [0.07, 0.03, -0.03], [0.01, 0.05, -0.03], [-0.14, -0.07, -0.04], [0.00, -0.06, 0.05], [0.03, -0.02, 0.03], [0.00, 0.01, 0.02], [0.00, 0.00, 0.00], [-0.01, 0.00, 0.00], [0.00, 0.00, 0.00], [0.00, 0.00, 0.00], [0.00, 0.00, 0.00], [0.01, 0.00, 0.00], [-0.02, 0.00, 0.02], [0.00, 0.02, -0.01], [-0.02, 0.00, -0.01], [-0.02, -0.03, 0.01], [0.00, 0.00, 0.00], [-0.01, 0.02, 0.00], [0.00, 0.00, 0.00], [0.02, 0.01, -0.01], [0.01, 0.01, 0.01], [0.00, 0.03, -0.01], [-0.01, -0.02, -0.01], [0.01, 0.06, 0.01], [-0.02, -0.03, -0.03], [0.01, 0.01, 0.02], [0.10, 0.07, 0.05], [0.06, 0.08, 0.10], [-0.05, -0.12, -0.13], [0.00, -0.03, 0.00], [0.01, 0.00, 0.00], [-0.04, 0.13, 0.03], [0.00, 0.00, 0.01], [0.07, -0.04, -0.01], [0.00, -0.01, -0.03], [0.01, 0.01, 0.01], [0.00, 0.00, 0.00], [-0.01, -0.01, -0.01], [0.00, 0.01, 0.01], [-0.01, 0.00, -0.01], [0.00, 0.00, 0.00], [0.02, 0.00, 0.01], [0.05, -0.03, 0.06], [-0.05, -0.02, 0.01], [-0.04, 0.11, 0.11], [0.00, 0.00, 0.01], [0.00, 0.00, 0.00], [0.00, 0.00, 0.00], [0.00, 0.00, 0.00], [-0.54, -0.20, -0.31], [0.22, 0.10, 0.26], [-0.02, 0.00, -0.02], [0.01, 0.01, -0.01], [0.00, 0.01, 0.07], [-0.05, -0.05, -0.05], [-0.05, 0.01, 0.00], [-0.10, -0.09, -0.18], [0.04, 0.01, 0.05], [0.04, 0.03, 0.04], [-0.04, -0.03, 0.05], [0.43, 0.10, 0.07], [-0.02, -0.05, 0.02], [-0.03, -0.01, 0.00], [0.01, 0.00, -0.01], [0.03, 0.01, 0.01], [0.02, 0.00, 0.00]]}

***

{"formula": "C4H3NO", "method": "wB97M-V/def2-TZVPD", "charge": 0, "e_above_lowest_kcal_mol": 34.5, "smiles": "C#C[C@H](O)C#N", "species": ["O", "C", "C", "C", "C", "N", "H", "H", "H"], "coordinates": [[-0.8175, -0.9566, -1.1868], [0.1534, -0.0881, -0.6613], [-0.3506, 0.7907, 0.4108], [-0.7681, 1.4976, 1.2878], [1.3277, -0.8495, -0.1610], [2.2114, -1.4854, 0.2290], [-1.0918, -1.5613, -0.4829], [0.4839, 0.5260, -1.5058], [-1.1319, 2.1248, 2.0735]], "atomic_forces_ev_per_a": [[-0.11, -0.17, 0.16], [0.16, 0.16, 0.02], [-0.19, 0.27, 0.31], [0.15, -0.24, -0.27], [0.88, -0.62, 0.35], [-0.91, 0.68, -0.41], [-0.05, 0.08, -0.14], [0.00, -0.05, 0.14], [0.06, -0.12, -0.17]]}

***

no.,gap between HOMO and LUMO (Eh),highest occupied orbital energy (eV)
1,0.230,-7.950
2,0.430,-11.119